1.
Entry from the Open Molecules 2025 dataset: C41H56KN2OSSbSi3Te as an isolated structure (wB97M-V/def2-TZVPD).

```
! wB97M-V def2-TZVPD RIJCOSX def2/J DEFGRID3
* xyz 0 1
K -0.046 -1.143 -1.667
C 0.704 1.373 0.308
Sb 2.666 0.436 0.589
C 2.746 -1.047 -0.897
C 2.702 -2.508 -0.763
C 3.895 -3.267 -0.748
C 3.872 -4.643 -0.695
C 2.646 -5.297 -0.643
C 1.513 -4.510 -0.677
N 1.520 -3.178 -0.749
Si 3.599 -0.393 -2.366
C 3.350 -1.580 -3.815
C 5.458 -0.059 -2.271
C 2.819 1.263 -2.864
C 2.153 -0.346 2.627
C 0.772 -0.930 2.647
C 0.011 -1.051 3.819
C -1.206 -1.702 3.792
C -1.652 -2.261 2.603
C -0.838 -2.112 1.494
N 0.310 -1.448 1.499
Si 2.482 1.175 3.726
C 1.580 2.715 3.135
C 4.316 1.576 3.729
C 1.970 1.045 5.540
Si 3.354 -1.766 3.071
C 5.002 -1.563 2.203
C 3.679 -1.866 4.924
C 2.577 -3.414 2.660
H 0.877 2.429 0.106
H 0.065 1.280 1.186
H 0.185 0.961 -0.553
H 4.838 -2.736 -0.774
H 4.798 -5.205 -0.681
H 2.572 -6.374 -0.586
H 0.530 -4.975 -0.659
H 3.816 -2.547 -3.614
H 3.794 -1.179 -4.729
H 2.291 -1.768 -4.016
H 6.012 -0.982 -2.080
H 5.679 0.632 -1.452
H 5.847 0.378 -3.195
H 1.763 1.134 -3.125
H 3.318 1.716 -3.725
H 2.865 1.988 -2.045
H 0.390 -0.664 4.751
H -1.791 -1.797 4.699
H -2.581 -2.811 2.542
H -1.106 -2.581 0.550
H 1.911 3.057 2.154
H 1.781 3.516 3.853
H 0.499 2.567 3.101
H 4.707 1.694 2.718
H 4.914 0.822 4.242
H 4.459 2.522 4.258
H 0.902 1.217 5.681
H 2.493 1.846 6.072
H 2.238 0.105 6.022
H 5.542 -0.683 2.556
H 4.882 -1.477 1.121
H 5.622 -2.441 2.400
H 4.172 -0.989 5.342
H 4.324 -2.729 5.112
H 2.750 -2.033 5.475
H 2.239 -3.479 1.629
H 1.716 -3.599 3.308
H 3.305 -4.211 2.835
Te -1.361 2.088 -3.287
C -1.207 3.921 -2.263
C -1.344 3.967 -0.879
C -1.260 5.181 -0.211
C -1.042 6.351 -0.924
C -0.909 6.309 -2.305
C -0.992 5.097 -2.975
C -3.459 2.175 -3.507
C -4.268 2.773 -2.546
C -5.640 2.846 -2.736
C -6.218 2.311 -3.879
C -5.415 1.700 -4.832
C -4.039 1.640 -4.652
H -1.499 3.053 -0.321
H -1.358 5.209 0.866
H -0.974 7.297 -0.402
H -0.736 7.220 -2.862
H -0.886 5.064 -4.052
H -3.825 3.210 -1.658
H -6.260 3.325 -1.989
H -7.288 2.375 -4.028
H -5.855 1.286 -5.731
H -3.418 1.191 -5.418
C -3.756 -0.061 0.347
S -3.560 -1.561 -0.623
O -2.683 -1.162 -1.773
C -5.234 -1.655 -1.240
C -5.573 -1.008 -2.416
C -6.876 -1.117 -2.883
C -7.814 -1.856 -2.175
C -7.458 -2.501 -0.998
C -6.155 -2.412 -0.531
H -4.059 0.734 -0.334
H -2.790 0.156 0.802
H -4.506 -0.228 1.118
H -4.824 -0.443 -2.959
H -7.155 -0.623 -3.803
H -8.827 -1.938 -2.547
H -8.188 -3.086 -0.455
H -5.856 -2.933 0.371
*
```

**E_tot**: -4155.57696 hartree
**Energy above the lowest of the compared OMol25 structures with the same formula, charge and spin**: 0.336 eV
**Kohn-Sham gap**: 0.2182 Ha
**Max |F|**: 0.26 eV Å⁻¹

---

2.
Entry from the Open Molecules 2025 dataset: C41H57CdN5O6S3Si as an isolated structure at a distorted geometry (wB97M-V/def2-TZVPD).

```
! wB97M-V def2-TZVPD RIJCOSX def2/J DEFGRID3
* xyz -2 1
Cd -1.142 0.864 0.488
C 0.527 3.440 3.514
C -0.029 2.384 4.426
C -0.971 2.701 5.395
C -1.432 1.746 6.287
C -0.884 0.474 6.265
C 0.061 0.120 5.310
C 0.739 -1.228 5.397
C 0.422 1.061 4.337
N 1.217 0.683 3.223
C 2.476 0.688 3.314
C 3.209 1.021 4.594
C 3.346 0.499 2.096
C 4.807 0.196 2.339
N 2.871 0.688 0.942
C 3.705 0.897 -0.171
C 4.093 -0.148 -1.014
C 3.661 -1.553 -0.712
C 4.873 0.141 -2.129
C 5.255 1.441 -2.417
C 4.838 2.472 -1.587
C 4.067 2.221 -0.462
C 3.575 3.334 0.424
H -0.170 4.270 3.412
H 0.713 3.048 2.516
H 1.474 3.823 3.918
H -1.372 3.707 5.420
H -2.206 1.991 7.005
H -1.194 -0.264 6.998
H 0.021 -2.022 5.601
H 1.467 -1.219 6.215
H 1.267 -1.472 4.476
H 2.492 1.240 5.381
H 3.848 1.897 4.452
H 3.844 0.191 4.913
H 4.911 -0.663 3.005
H 5.319 1.044 2.801
H 5.301 -0.023 1.394
H 4.000 -1.876 0.276
H 4.045 -2.248 -1.459
H 2.574 -1.611 -0.709
H 5.184 -0.674 -2.774
H 5.867 1.654 -3.286
H 5.119 3.493 -1.820
H 3.844 4.306 0.013
H 3.994 3.260 1.432
H 2.486 3.278 0.517
C -4.600 -2.654 2.010
C -3.949 -1.308 1.669
C -4.969 -0.472 0.875
C -3.704 -0.534 2.976
Si -2.306 -1.440 0.620
C -1.171 -2.810 1.455
C -1.568 -4.262 1.159
C 0.275 -2.615 0.991
C -1.152 -2.617 2.974
C -2.723 -1.980 -1.209
C -1.416 -2.355 -1.927
C -3.312 -0.781 -1.974
C -3.701 -3.154 -1.351
H -5.572 -2.477 2.489
H -3.993 -3.238 2.707
H -4.773 -3.264 1.122
H -5.829 -0.239 1.516
H -5.345 -1.011 0.003
H -4.533 0.477 0.548
H -4.658 -0.423 3.512
H -3.317 0.466 2.775
H -3.009 -1.032 3.652
H -1.445 -4.508 0.103
H -2.605 -4.467 1.437
H -0.929 -4.944 1.738
H 0.374 -2.785 -0.081
H 0.939 -3.327 1.505
H 0.628 -1.604 1.218
H -2.103 -2.887 3.435
H -0.923 -1.577 3.225
H -0.379 -3.259 3.418
H -0.666 -1.567 -1.811
H -1.606 -2.478 -3.001
H -0.996 -3.293 -1.556
H -2.695 0.108 -1.859
H -4.320 -0.532 -1.641
H -3.368 -1.015 -3.045
H -3.359 -4.043 -0.815
H -3.808 -3.420 -2.411
H -4.696 -2.894 -0.981
O -1.554 0.011 -10.701
S -1.564 1.119 -9.763
O -2.767 1.226 -8.965
O -1.065 2.377 -10.300
C -0.234 0.728 -8.576
N 0.929 0.339 -9.110
C 1.938 0.201 -8.266
C 1.821 0.425 -6.905
C 0.566 0.794 -6.439
N -0.453 0.951 -7.284
C 0.288 0.995 -4.988
C -0.871 1.639 -4.563
C -1.154 1.704 -3.204
N -0.364 1.164 -2.269
C 0.774 0.613 -2.681
C 1.145 0.507 -4.008
H 2.888 -0.102 -8.698
H 2.678 0.322 -6.253
H -1.548 2.049 -5.300
H -2.034 2.213 -2.833
H 1.423 0.234 -1.901
H 2.078 0.018 -4.259
O -2.269 3.265 -0.856
S -1.488 3.583 0.340
O -1.307 4.998 0.603
O -0.161 2.861 0.287
S -2.521 2.705 1.865
*
```

**E_tot**: -3973.70026 hartree
**Kohn-Sham gap**: 0.2333 Ha
**Max |F|**: 1.15 eV Å⁻¹

---

3.
Entry from the Open Molecules 2025 dataset: C41H57CoN11O2 as an isolated structure at a distorted geometry (wB97M-V/def2-TZVPD).

```
! wB97M-V def2-TZVPD RIJCOSX def2/J DEFGRID3
* xyz 0 2
Co -0.413 -0.225 0.314
C -3.600 0.845 2.716
C -2.709 0.109 3.675
C -2.865 0.291 5.038
C -2.128 -0.459 5.940
C -1.264 -1.425 5.463
C -1.085 -1.634 4.100
C -0.179 -2.738 3.656
C -1.767 -0.819 3.188
N -1.642 -0.898 1.785
C -2.444 -1.802 1.203
O -2.880 -2.828 1.723
C -2.974 -1.358 -0.135
C -4.214 -1.896 -0.461
C -4.887 -1.405 -1.561
C -4.265 -0.417 -2.294
C -2.999 0.056 -1.929
N -2.363 -0.395 -0.838
C -2.512 1.157 -2.863
O -3.149 1.331 -3.912
N -1.463 1.849 -2.481
C -1.151 3.077 -3.035
C 0.023 3.267 -3.781
C 0.834 2.090 -4.252
C 0.407 4.550 -4.143
C -0.358 5.649 -3.798
C -1.540 5.461 -3.099
C -1.948 4.197 -2.715
C -3.226 3.997 -1.955
H -4.070 1.702 3.195
H -4.388 0.174 2.366
H -3.048 1.164 1.835
H -3.590 1.013 5.393
H -2.259 -0.315 7.003
H -0.725 -2.052 6.161
H -0.420 -3.069 2.649
H 0.860 -2.411 3.671
H -0.271 -3.586 4.332
H -4.608 -2.675 0.173
H -5.865 -1.776 -1.831
H -4.722 0.013 -3.172
H 0.403 1.160 -3.889
H 1.872 2.169 -3.922
H 0.831 2.062 -5.342
H 1.318 4.682 -4.714
H -0.046 6.644 -4.082
H -2.156 6.314 -2.845
H -3.659 4.948 -1.654
H -3.055 3.384 -1.067
H -3.945 3.464 -2.576
N -0.715 1.942 0.911
C 0.065 2.926 0.160
C 1.216 2.222 -0.558
N 0.686 0.985 -1.119
H -1.698 2.182 0.887
H -0.423 1.893 1.878
H 0.451 3.728 0.799
H -0.574 3.375 -0.599
H 2.021 1.992 0.148
H 1.611 2.898 -1.328
H 1.360 0.564 -1.750
H -0.168 1.243 -1.689
C -1.709 -3.001 -2.448
N -0.538 -2.203 -2.721
C -0.439 -1.711 -4.077
C 0.557 -2.306 -1.909
N 0.472 -1.982 -0.648
C 1.357 -2.562 0.265
C 1.623 -3.930 0.208
C 2.469 -4.540 1.114
C 3.079 -3.776 2.094
C 2.805 -2.424 2.182
C 1.926 -1.791 1.296
N 1.510 -0.477 1.511
C 2.333 0.392 2.027
N 1.885 1.420 2.805
C 2.589 2.674 2.929
C 0.862 1.201 3.801
N 3.690 0.427 1.758
C 4.668 0.568 2.815
C 4.210 -0.086 0.517
N 1.721 -2.684 -2.543
C 1.717 -3.755 -3.514
C 3.035 -2.329 -2.071
H -1.759 -3.234 -1.389
H -1.669 -3.940 -3.017
H -2.607 -2.462 -2.743
H -1.200 -0.940 -4.228
H -0.606 -2.503 -4.815
H 0.541 -1.271 -4.243
H 1.123 -4.519 -0.550
H 2.638 -5.605 1.059
H 3.743 -4.238 2.810
H 3.237 -1.849 2.991
H 3.294 2.799 2.112
H 3.127 2.756 3.879
H 1.862 3.488 2.889
H 1.310 1.043 4.788
H 0.273 0.330 3.537
H 0.208 2.071 3.876
H 4.176 0.728 3.771
H 5.343 1.406 2.614
H 5.269 -0.345 2.893
H 3.462 0.061 -0.259
H 4.472 -1.150 0.568
H 5.105 0.482 0.254
H 0.706 -4.096 -3.709
H 2.291 -4.604 -3.127
H 2.174 -3.433 -4.453
H 2.967 -1.443 -1.449
H 3.673 -2.115 -2.933
H 3.499 -3.131 -1.486
*
```

**E_tot**: -3732.14950 hartree
**Kohn-Sham gap (spin up / spin down)**: 0.2733 / 0.2733 Ha
**Max |F|**: 2.04 eV Å⁻¹

---

4.
Entry from the Open Molecules 2025 dataset: C41H58CaN4O7SSi as an isolated structure (wB97M-V/def2-TZVPD).

```
! wB97M-V def2-TZVPD RIJCOSX def2/J DEFGRID3
* xyz -2 1
Ca -0.464 0.972 0.464
C 3.100 -2.158 -0.579
C 1.954 -2.406 -1.320
C 1.511 -1.469 -2.246
C 2.202 -0.275 -2.408
C 3.336 -0.017 -1.648
C 3.790 -0.965 -0.745
H 3.436 -2.878 0.158
H 1.391 -3.318 -1.165
H 0.610 -1.654 -2.815
H 1.839 0.474 -3.101
H 3.835 0.940 -1.736
H 4.660 -0.753 -0.136
N -5.261 -0.118 -4.554
C -6.528 -0.156 -5.076
C -7.023 -0.318 -6.363
C -8.402 -0.301 -6.520
C -9.252 -0.125 -5.423
C -8.752 0.036 -4.140
C -7.370 0.018 -3.958
N -6.625 0.151 -2.808
C -5.369 0.054 -3.191
C -4.160 0.095 -2.375
C -2.880 0.293 -3.000
C -1.778 -0.042 -2.232
N -1.758 -0.419 -0.963
C -2.989 -0.139 -0.178
C -4.222 -0.202 -1.061
H -4.380 -0.276 -5.012
H -6.362 -0.452 -7.211
H -8.827 -0.425 -7.509
H -10.324 -0.115 -5.583
H -9.406 0.172 -3.288
H -2.747 0.674 -4.005
H -0.806 -0.024 -2.731
H -3.077 -0.974 0.545
H -5.178 -0.480 -0.631
C -4.826 2.493 0.695
C -3.806 1.579 1.414
C -3.116 2.411 2.503
C -4.599 0.470 2.132
N -2.764 1.122 0.518
H -5.567 2.912 1.390
H -5.350 1.943 -0.087
H -4.285 3.314 0.216
H -3.831 2.857 3.206
H -2.542 3.222 2.042
H -2.415 1.779 3.053
H -5.248 0.910 2.897
H -3.929 -0.235 2.624
H -5.237 -0.092 1.446
C -0.368 7.597 3.116
C 0.120 6.493 2.217
C 1.479 6.222 2.083
C 1.923 5.186 1.277
C 1.006 4.405 0.592
C -0.351 4.670 0.699
C -0.785 5.707 1.512
S 1.564 2.981 -0.328
O 1.777 1.945 0.684
O 2.742 3.391 -1.058
O 0.402 2.593 -1.133
H 0.456 8.039 3.679
H -1.101 7.220 3.831
H -0.850 8.393 2.543
H 2.198 6.821 2.633
H 2.980 4.970 1.183
H -1.068 4.062 0.159
H -1.850 5.890 1.609
C 2.540 3.413 4.709
C 1.237 2.656 4.945
C 0.836 2.718 6.418
C 0.132 3.236 4.070
O 1.506 1.307 4.618
Si 0.507 0.126 4.004
O -0.008 0.347 2.541
O -0.692 -0.002 5.149
C -1.619 -1.064 5.297
C -1.129 -1.946 6.446
C -1.740 -1.890 4.019
C -2.957 -0.420 5.649
O 1.406 -1.257 4.239
C 2.765 -1.466 3.920
C 3.585 -1.239 5.189
C 3.231 -0.523 2.818
C 2.879 -2.917 3.459
H 2.433 4.471 4.963
H 2.821 3.330 3.658
H 3.336 2.979 5.319
H 0.640 3.749 6.728
H 1.636 2.309 7.039
H -0.063 2.120 6.573
H -0.006 4.299 4.286
H -0.812 2.720 4.249
H 0.390 3.124 3.017
H -0.137 -2.330 6.206
H -1.809 -2.786 6.611
H -1.064 -1.359 7.365
H -0.808 -2.425 3.822
H -1.937 -1.247 3.163
H -2.548 -2.617 4.120
H -2.841 0.198 6.542
H -3.720 -1.179 5.841
H -3.294 0.214 4.828
H 3.436 -0.215 5.533
H 4.650 -1.405 5.002
H 3.254 -1.924 5.973
H 3.225 0.514 3.158
H 2.571 -0.587 1.954
H 4.245 -0.787 2.508
H 2.500 -3.584 4.236
H 3.917 -3.182 3.240
H 2.279 -3.062 2.559
*
```

**E_tot**: -3708.53506 hartree
**Energy above the lowest of the compared OMol25 structures with the same formula, charge and spin**: 0.091 eV
**Kohn-Sham gap**: 0.1847 Ha
**Max |F|**: 0.62 eV Å⁻¹